[1]
The following is a DFT calculation (the ωB97M-V functional and the def2-TZVPD basis) of a molecular structure, H4N3P at a distorted geometry.

Last column: natural (NBO) charge in e.
CARTESIAN COORDINATES (ANGSTROEM)
N 1.388 -0.712 0.307  -0.456
N 0.199 1.598 -0.091  -0.551
N 0.437 0.252 0.145  -0.113
P -1.297 -0.089 0.243  0.567
H 0.890 -1.587 0.461  0.331
H 1.055 2.142 -0.203  0.344
H -1.192 -1.498 0.277  -0.097
H -1.479 -0.105 -1.139  -0.025

M: 77.03 g/mol
Gap between HOMO and LUMO (spin up / spin down): 9.46 / 9.46 eV
LUMO energy (spin up / spin down): 0.0 / 0.0 eV

---

[2]
The following is a DFT calculation (the ωB97M-V functional and the def2-TZVPD basis) of a single C8H8N4 molecule at a distorted geometry.

Last column: natural (NBO) charge in e.
CARTESIAN COORDINATES (ANGSTROEM)
C 1.983 -2.014 0.021  -0.046
C 2.850 -0.935 -0.069  -0.138
C 0.745 -0.350 -0.074  0.334
C 1.361 2.412 0.153  -0.042
C 2.313 1.471 0.050  -0.017
C -0.643 1.175 -0.073  0.545
C -2.572 -0.201 0.343  -0.026
C -3.773 -0.867 -0.310  -0.633
N 0.699 -1.645 0.062  -0.496
N -0.016 2.270 0.043  -0.438
N -1.756 0.594 -0.251  -0.357
N 2.014 0.141 -0.099  -0.394
H 2.329 -3.086 0.048  0.211
H 3.921 -0.683 -0.164  0.223
H 1.516 3.484 0.353  0.226
H 3.423 1.752 0.190  0.232
H -2.297 -0.427 1.311  0.179
H -3.538 -1.785 -0.767  0.215
H -4.062 -0.377 -1.130  0.212
H -4.498 -0.929 0.362  0.211

M: 160.18 g/mol
⟨S²⟩: 2.04
Gap between HOMO and LUMO (spin up / spin down): 6.66 / 5.75 eV
LUMO energy (spin up / spin down): 0.8 / -2.8 eV
Spin multiplicity: 3

---

[3]
The following is a DFT calculation (the ωB97M-V functional and the def2-TZVPD basis) of 2 unconnected molecules or ions with the total composition C2H6O4 at a distorted geometry.

Last column: natural (NBO) charge in e.
CARTESIAN COORDINATES (ANGSTROEM)
O 0.440 0.755 -0.206  -0.667
C -0.768 0.528 -0.432  0.780
O -1.600 1.544 -0.606  -0.647
C -1.299 -0.886 -0.394  -0.180
O -0.260 -1.754 -0.021  -0.705
H -1.037 2.363 -0.549  0.510
H -1.767 -1.254 -1.328  0.217
H -2.067 -0.916 0.402  0.203
H 0.488 -1.142 0.142  0.493
O 2.923 0.321 0.740  -0.954
H 2.040 0.754 0.760  0.488
H 2.906 -0.313 1.492  0.461

SMILES string: O=C(O)CO.O
M: 94.07 g/mol
Gap between HOMO and LUMO: 11.26 eV
LUMO energy: 0.4 eV

---

Which formula does entry 2 have? C8H8N4